2 unconnected molecules or ions with the total composition C19H17F3N4O6S. Source: the OMol25 dataset; level of theory: ωB97M-V/def2-TZVPD.

## Properties
Total charge ... 0
Energy above the lowest of the compared OMol25 structures with the same formula, charge and spin ... 0.0 kcal/mol
LUMO energy ... -0.0877 Ha
Orbital gap ... 6.037 eV

CARTESIAN COORDINATES (ANGSTROEM)
C  4.55  -2.65  0.83
C  4.26  -1.52  0.04
C  2.97  -0.99  0.02
C  1.95  -1.57  0.80
N  0.64  -1.11  0.70
C  -0.45  -1.72  0.97
C  -1.73  -0.94  1.28
C  -2.89  -1.39  0.38
C  -3.12  -2.90  0.48
C  -1.86  -3.70  0.16
C  -0.64  -3.24  0.96
C  2.28  -2.65  1.66
C  3.56  -3.21  1.63
H  5.56  -3.08  0.82
H  5.03  -1.07  -0.58
H  2.71  -0.14  -0.61
H  -1.99  -1.13  2.33
H  -1.53  0.13  1.17
H  -3.81  -0.85  0.66
H  -2.67  -1.10  -0.66
H  -3.46  -3.14  1.49
H  -3.92  -3.19  -0.22
H  -2.03  -4.76  0.34
H  -1.63  -3.60  -0.90
H  0.26  -3.72  0.56
H  -0.73  -3.55  2.01
H  1.51  -3.05  2.32
H  3.76  -4.10  2.24
O  -1.27  1.47  -3.86
S  -0.17  1.31  -2.95
O  0.35  0.01  -2.58
C  1.26  2.31  -3.67
F  1.60  1.81  -4.87
F  0.89  3.61  -3.83
F  2.33  2.27  -2.85
C  -0.54  2.19  -1.43
C  -0.07  1.67  -0.22
C  -0.19  2.48  0.91
N  0.49  2.38  2.12
O  1.18  1.52  2.64
O  0.29  3.62  2.77
N  -0.53  4.46  2.03
C  -0.79  3.75  0.90
C  -1.41  4.19  -0.34
N  -2.27  5.36  -0.47
O  -2.59  6.06  0.51
O  -2.69  5.60  -1.63
C  -1.21  3.42  -1.50
H  0.37  0.69  -0.12
H  -1.62  3.75  -2.45

=====

2 unconnected molecules or ions with the total composition C6H13NO2. Source: the OMol25 dataset; level of theory: ωB97M-V/def2-TZVPD.

## Properties
Total charge ... 0
SMILES ... [H]/N=C(/C)OO.C/C=C\C
Energy above the lowest of the compared OMol25 structures with the same formula, charge and spin ... 108.3 kcal/mol
LUMO energy ... 0.0281 Ha
Orbital gap ... 9.895 eV

CARTESIAN COORDINATES (ANGSTROEM)
C  3.57  -0.30  -0.29
C  2.14  -0.07  0.08
O  2.10  -0.70  1.38
O  0.94  -0.64  2.22
N  1.30  0.49  -0.62
H  0.92  -1.53  2.60
H  0.35  0.60  -0.26
H  4.01  -0.85  0.56
H  4.06  0.66  -0.44
H  3.61  -0.89  -1.20
C  -1.61  -1.25  0.17
C  -2.46  1.32  -1.45
C  -1.52  0.18  0.60
C  -1.86  1.26  -0.09
H  -1.09  0.31  1.59
H  -1.71  2.23  0.37
H  -2.05  -1.36  -0.82
H  -0.62  -1.70  0.15
H  -2.59  0.34  -1.89
H  -3.44  1.81  -1.41
H  -2.22  -1.81  0.88
H  -1.83  1.91  -2.11

=====

A molecular structure, C4H5CoF3N4O14. Source: the OMol25 dataset; level of theory: ωB97M-V/def2-TZVPD.

## Properties
Total charge ... -2
Spin multiplicity ... 4
LUMO energy (spin up / spin down) ... 0.1607 / 0.1607 Ha
Orbital gap (spin up / spin down) ... 6.814 / 6.819 eV

CARTESIAN COORDINATES (ANGSTROEM)
Co  0.22  -1.01  -0.54
N  -0.84  -0.71  -3.58
O  -0.81  -0.72  -2.31
O  -1.80  -0.13  -4.15
O  0.03  -1.27  -4.26
N  1.48  -3.87  -1.88
O  1.66  -5.03  -1.50
O  0.78  -3.09  -1.15
O  1.95  -3.46  -2.94
N  3.05  0.06  -1.77
O  1.99  -0.16  -1.10
O  3.22  -0.47  -2.87
O  3.91  0.83  -1.30
N  -1.08  -1.84  1.46
O  -1.71  -2.12  2.47
O  -1.62  -1.54  0.37
O  0.18  -1.69  1.45
C  -2.63  1.26  2.68
C  -1.16  1.42  2.90
O  -0.53  2.38  2.00
C  -0.06  1.95  0.87
O  -0.42  0.95  0.33
C  0.93  2.93  0.18
F  2.08  2.89  0.85
F  1.16  2.58  -1.04
F  0.45  4.18  0.24
H  -2.88  0.53  3.47
H  -2.86  0.77  1.73
H  -3.23  2.16  2.76
H  -0.56  0.53  2.68
H  -0.89  1.68  3.92

=====

A molecular structure, C3H3HgO2. Source: the OMol25 dataset; level of theory: ωB97M-V/def2-TZVPD.

## Properties
Total charge ... +1
Energy above the lowest of the compared OMol25 structures with the same formula, charge and spin ... 69.0 kcal/mol
LUMO energy (spin up / spin down) ... -0.2775 / -0.2775 Ha
Orbital gap (spin up / spin down) ... 5.452 / 5.456 eV

CARTESIAN COORDINATES (ANGSTROEM)
O  -0.42  -0.76  -0.99
C  -1.89  2.46  0.75
O  -1.82  1.91  -0.25
Hg  -1.36  0.53  -1.75
C  0.21  -0.92  0.17
H  -0.35  -1.50  0.92
H  2.17  -0.43  -0.51
C  1.52  -0.67  0.33
H  1.94  -0.61  1.34

=====

C4H4S in the gas phase. Source: the OMol25 dataset; level of theory: ωB97M-V/def2-TZVPD.

## Properties
Total charge ... 0
SMILES ... Cc1cc1=S
Energy above the lowest of the compared OMol25 structures with the same formula, charge and spin ... 70.1 kcal/mol
LUMO energy ... 0.0246 Ha
Orbital gap ... 8.477 eV

CARTESIAN COORDINATES (ANGSTROEM)
C  1.59  0.95  -1.11
C  0.86  0.13  -0.35
C  2.46  0.22  -0.24
C  -0.20  -0.53  0.32
S  3.88  -0.19  0.53
H  1.67  1.65  -1.85
H  0.13  -0.55  1.42
H  -0.22  -1.61  0.18
H  -1.18  0.01  0.05

=====

8 unconnected molecules or ions with the total composition C24H66F3N7O13. Source: the OMol25 dataset; level of theory: ωB97M-V/def2-TZVPD.

## Properties
Total charge ... +2
Energy above the lowest of the compared OMol25 structures with the same formula, charge and spin ... 129.1 kcal/mol
LUMO energy ... -0.1765 Ha
Orbital gap ... 5.317 eV

CARTESIAN COORDINATES (ANGSTROEM)
C  1.70  3.51  -0.18
C  2.83  2.58  0.37
C  4.26  2.53  -0.22
O  5.08  1.63  0.48
C  6.21  1.21  -0.21
N  3.08  3.17  1.79
H  3.77  2.64  2.30
H  3.30  4.16  1.72
H  2.29  3.13  2.43
H  0.88  3.70  0.50
H  1.22  3.12  -1.08
H  2.10  4.51  -0.33
H  2.47  1.57  0.53
H  4.75  3.48  -0.43
H  4.06  2.01  -1.16
H  6.80  0.68  0.54
H  6.80  1.92  -0.79
H  5.98  0.46  -0.96
C  -2.10  3.11  -0.31
C  -3.37  3.03  0.60
C  -4.78  3.04  -0.26
O  -5.00  1.77  -0.90
C  -6.31  1.37  -1.14
N  -3.37  1.72  1.48
H  -3.96  1.89  2.28
H  -3.62  0.90  0.94
H  -2.47  1.49  1.87
H  -1.92  2.10  -0.68
H  -1.19  3.36  0.23
H  -2.18  3.70  -1.22
H  -3.44  3.86  1.31
H  -4.59  3.70  -1.10
H  -5.67  3.40  0.27
H  -6.82  1.14  -0.21
H  -6.17  0.40  -1.61
H  -6.92  2.04  -1.74
C  4.42  -2.91  -2.64
C  3.84  -1.55  -2.29
C  2.98  -0.96  -3.51
O  2.56  0.38  -3.21
C  1.96  0.98  -4.30
N  3.13  -1.49  -0.99
H  2.47  -0.73  -1.05
H  2.51  -2.29  -0.93
H  3.65  -1.51  -0.13
H  5.42  -2.97  -2.21
H  4.58  -3.15  -3.69
H  3.95  -3.78  -2.19
H  4.70  -0.90  -2.14
H  2.08  -1.45  -3.88
H  3.59  -0.86  -4.41
H  1.82  2.02  -4.02
H  0.93  0.73  -4.54
H  2.54  1.11  -5.22
C  -2.74  -4.43  2.25
C  -1.94  -3.77  1.12
C  -0.48  -4.23  1.13
O  0.13  -3.74  2.33
C  1.56  -3.55  2.09
N  -2.60  -4.01  -0.27
H  -3.37  -3.36  -0.34
H  -1.92  -3.79  -0.98
H  -2.81  -4.98  -0.45
H  -2.61  -5.51  2.29
H  -3.82  -4.25  2.22
H  -2.29  -4.33  3.24
H  -2.05  -2.69  1.24
H  0.07  -3.88  0.26
H  -0.35  -5.31  1.21
H  1.71  -2.66  1.47
H  2.06  -4.37  1.58
H  2.07  -3.47  3.04
C  -1.76  -1.74  -4.09
C  -2.35  -0.46  -3.47
C  -3.07  0.41  -4.58
O  -3.42  1.69  -4.07
C  -3.49  2.77  -5.01
N  -3.25  -0.72  -2.27
H  -2.79  -1.00  -1.42
H  -3.76  0.16  -2.30
H  -3.98  -1.37  -2.53
H  -0.72  -1.45  -4.26
H  -2.27  -2.09  -4.99
H  -1.67  -2.50  -3.30
H  -1.52  0.13  -3.08
H  -3.99  -0.10  -4.88
H  -2.46  0.48  -5.47
H  -3.82  2.41  -5.98
H  -2.50  3.23  -5.05
H  -4.28  3.34  -4.53
N  -5.26  -1.59  0.99
O  -5.40  -1.97  -0.19
O  -4.18  -1.21  1.41
O  -6.31  -1.72  1.70
N  -0.40  -0.71  -0.16
O  0.60  -0.12  0.32
O  -1.51  -0.53  0.35
O  -0.23  -1.49  -1.05
C  3.06  1.25  4.86
O  3.38  0.58  6.08
O  4.17  2.01  4.45
C  2.50  0.20  3.74
F  2.05  -0.87  4.28
F  1.50  0.75  2.98
F  3.41  -0.32  2.83
C  2.48  0.83  7.18
C  3.30  0.37  8.47
H  4.13  1.06  8.59
H  2.87  0.64  9.43
H  3.46  -0.71  8.43
H  1.65  0.16  6.97
H  2.13  1.85  7.39
H  2.27  1.98  5.02

=====

2 unconnected molecules or ions with the total composition C5H5BrN2. Source: the OMol25 dataset; level of theory: ωB97M-V/def2-TZVPD.

## Properties
Total charge ... 0
SMILES ... N#CC(Br)=C=N.C=C
Energy above the lowest of the compared OMol25 structures with the same formula, charge and spin ... 51.4 kcal/mol
LUMO energy ... -0.0232 Ha
Orbital gap ... 8.924 eV

CARTESIAN COORDINATES (ANGSTROEM)
C  -0.85  1.66  -2.46
C  -2.35  2.71  -0.86
C  1.01  -2.12  -0.74
C  0.76  -0.79  -0.93
C  -1.95  1.65  -1.61
N  0.08  1.52  -3.14
N  -2.76  3.64  -0.19
Br  -3.12  0.12  -1.72
H  -2.52  3.73  0.77
H  1.89  -2.60  -0.51
H  0.22  -2.89  -0.83
H  1.68  -0.02  -1.01
H  -0.16  -0.48  -1.33

=====

A molecular structure, C21H25BaF10O17. Source: the OMol25 dataset; level of theory: ωB97M-V/def2-TZVPD.

## Properties
Total charge ... +1
LUMO energy ... -0.0732 Ha
Orbital gap ... 9.098 eV

CARTESIAN COORDINATES (ANGSTROEM)
Ba  1.88  -2.04  -0.26
C  -0.62  0.24  -0.94
O  0.51  -0.36  -0.48
H  -0.82  0.15  -2.04
H  -1.57  -0.18  -0.47
H  -0.83  1.26  -0.61
C  -5.86  -0.67  -1.36
C  -6.48  0.16  -2.52
O  -5.48  0.22  -3.52
C  -4.27  -0.24  -2.98
O  -3.19  -0.03  -3.42
O  -4.51  -0.88  -1.72
F  -6.78  1.41  -2.14
H  -6.43  -1.58  -1.21
H  -5.83  -0.10  -0.40
H  -7.27  -0.27  -3.08
C  -2.49  3.64  1.75
C  -2.47  4.12  3.20
O  -3.14  3.06  3.89
C  -3.69  2.15  3.03
O  -4.28  1.18  3.35
O  -3.49  2.59  1.77
F  -3.02  5.32  3.45
H  -1.57  3.16  1.54
H  -2.76  4.48  1.11
H  -1.53  4.18  3.76
C  -0.75  -0.60  4.29
C  -1.46  -0.67  2.88
O  -0.86  -1.74  2.25
C  0.31  -1.92  2.84
O  1.12  -2.62  2.27
O  0.44  -1.33  4.03
F  -1.10  0.44  2.17
H  -1.25  -1.02  5.20
H  -0.59  0.49  4.52
H  -2.56  -0.75  2.89
C  2.31  3.26  -1.81
C  1.24  2.52  -2.60
O  1.57  1.12  -2.45
C  2.81  1.05  -1.86
O  3.31  -0.01  -1.56
O  3.34  2.22  -1.63
F  1.31  2.75  -3.92
H  1.96  3.73  -0.83
H  2.75  4.07  -2.36
H  0.17  2.58  -2.36
C  4.79  -1.94  5.45
C  4.21  -1.92  4.07
O  3.84  -0.58  3.79
C  3.66  -0.21  2.57
O  3.48  -1.01  1.70
C  3.42  1.23  2.46
F  3.46  1.53  1.17
F  2.16  1.55  2.91
F  4.27  1.92  3.11
H  4.18  -1.38  6.12
H  5.70  -1.33  5.37
H  4.98  -2.98  5.87
H  3.22  -2.49  3.94
H  4.91  -2.33  3.36
C  -0.42  -3.13  -5.75
C  -0.13  -1.86  -4.97
O  1.27  -1.71  -4.59
C  1.82  -2.42  -3.66
O  1.27  -3.11  -2.81
C  3.29  -2.30  -3.65
F  3.81  -3.29  -4.43
F  3.69  -1.18  -4.15
F  3.69  -2.58  -2.41
H  0.49  -3.42  -6.23
H  -1.29  -2.92  -6.42
H  -0.66  -3.96  -5.08
H  -0.76  -1.80  -4.00
H  -0.44  -0.95  -5.40

=====

2 unconnected molecules or ions with the total composition C11H15N. Source: the OMol25 dataset; level of theory: ωB97M-V/def2-TZVPD.

## Properties
Total charge ... 0
SMILES ... Cc1c[nH]c2ccccc12.CC
Energy above the lowest of the compared OMol25 structures with the same formula, charge and spin ... 15.7 kcal/mol
LUMO energy ... 0.0349 Ha
Orbital gap ... 8.709 eV

CARTESIAN COORDINATES (ANGSTROEM)
C  -0.89  2.49  1.18
C  -1.43  -0.18  -1.40
C  -0.60  0.79  -0.82
C  -1.37  1.47  0.19
C  -2.63  0.95  0.11
C  -0.86  -1.15  -2.23
C  0.51  -1.21  -2.34
C  0.78  0.85  -1.12
C  1.32  -0.20  -1.81
N  -2.68  -0.02  -0.87
H  -3.54  -0.52  -1.03
H  -1.45  -1.86  -2.81
H  -3.44  1.19  0.77
H  0.92  -1.99  -2.96
H  1.38  1.69  -0.79
H  -0.94  2.09  2.19
H  -1.49  3.40  1.14
H  2.40  -0.27  -1.86
H  0.13  2.75  0.91
C  1.14  -1.35  2.10
C  2.37  -1.23  1.22
H  0.50  -2.24  2.11
H  1.25  -1.30  3.19
H  0.48  -0.50  1.90
H  2.49  -0.20  0.89
H  2.37  -1.93  0.39
H  3.27  -1.52  1.75

=====

C4H5NO in the gas phase. Source: the OMol25 dataset; level of theory: ωB97M-V/def2-TZVPD.

## Properties
Total charge ... 0
SMILES ... CC(=O)[C@H]1C=N1
Energy above the lowest of the compared OMol25 structures with the same formula, charge and spin ... 56.3 kcal/mol
LUMO energy ... 0.0338 Ha
Orbital gap ... 10.988 eV

CARTESIAN COORDINATES (ANGSTROEM)
C  1.33  0.30  -1.05
C  0.04  -0.10  -0.41
C  -0.25  -0.09  1.05
N  -1.14  -1.23  1.55
C  -1.71  -0.21  1.13
O  -0.92  -0.38  -1.11
H  1.12  1.13  -1.74
H  2.12  0.59  -0.36
H  1.66  -0.54  -1.67
H  0.43  0.36  1.79
H  -2.68  0.18  0.82

=====

2 unconnected molecules or ions with the total composition C31H31BF4O2S. Source: the OMol25 dataset; level of theory: ωB97M-V/def2-TZVPD.

## Properties
Total charge ... 0
SMILES ... CC1(C)OB(C(c2cc(F)cc(F)c2)c2cc(F)cc(F)c2)OC1(C)C.Cc1ccc(-c2ccc(C)s2)cc1
Energy above the lowest of the compared OMol25 structures with the same formula, charge and spin ... 45.4 kcal/mol
LUMO energy ... 0.0082 Ha
Orbital gap ... 7.749 eV

CARTESIAN COORDINATES (ANGSTROEM)
F  4.00  0.34  -2.46
C  3.61  0.67  -1.17
C  4.61  0.83  -0.23
C  4.17  1.16  1.06
F  5.11  1.41  2.03
C  2.83  1.24  1.40
C  1.82  1.01  0.43
C  0.40  1.17  0.82
C  -0.67  1.45  -0.16
C  -2.00  1.17  0.17
C  -3.03  1.53  -0.70
F  -4.30  1.07  -0.45
C  -2.81  2.29  -1.85
C  -1.49  2.61  -2.13
F  -1.21  3.35  -3.26
C  -0.42  2.20  -1.33
C  2.25  0.79  -0.88
H  5.66  0.73  -0.48
H  2.57  1.52  2.42
H  0.42  2.12  1.50
H  -2.24  0.68  1.11
H  -3.62  2.59  -2.51
H  0.59  2.52  -1.59
H  1.51  0.69  -1.67
C  0.76  2.12  -6.62
C  0.52  1.15  -5.51
C  1.59  0.54  -4.84
C  1.36  -0.32  -3.78
C  0.05  -0.49  -3.27
B  0.07  0.91  2.58
C  -0.18  -1.12  -1.99
C  0.72  -1.84  -1.22
C  0.11  -2.71  -0.28
C  -1.28  -2.71  -0.38
C  -2.24  -3.64  0.26
S  -1.82  -1.55  -1.53
O  0.96  0.08  3.22
C  0.18  -0.73  4.12
C  0.58  -2.18  3.88
C  0.59  -0.36  5.54
C  -1.33  -0.35  3.77
C  -1.99  -1.35  2.82
C  -2.23  -0.12  4.97
O  -1.21  0.92  3.08
C  -1.03  -0.01  -4.05
C  -0.79  0.83  -5.13
H  0.11  3.00  -6.49
H  1.80  2.45  -6.63
H  0.52  1.69  -7.61
H  2.61  0.76  -5.16
H  2.19  -0.83  -3.30
H  1.80  -1.76  -1.33
H  0.64  -3.37  0.39
H  -1.69  -4.45  0.76
H  -2.87  -3.12  0.99
H  -2.90  -4.09  -0.49
H  0.01  -2.85  4.52
H  0.44  -2.47  2.83
H  1.65  -2.30  4.12
H  0.12  -1.03  6.27
H  1.68  -0.48  5.64
H  0.34  0.67  5.78
H  -2.13  -2.32  3.30
H  -2.98  -0.98  2.53
H  -1.41  -1.49  1.90
H  -2.33  -1.04  5.56
H  -1.85  0.68  5.61
H  -3.23  0.16  4.63
H  -2.05  -0.27  -3.78
H  -1.62  1.26  -5.69

=====

A molecular structure, C17H17BrN4O2ReS. Source: the OMol25 dataset; level of theory: ωB97M-V/def2-TZVPD.

## Properties
Total charge ... +2
Spin multiplicity ... 2
LUMO energy (spin up / spin down) ... -0.3332 / -0.3248 Ha
Orbital gap (spin up / spin down) ... 6.040 / 6.302 eV

CARTESIAN COORDINATES (ANGSTROEM)
Re  -0.66  -0.46  0.76
C  3.03  2.15  4.96
C  2.49  0.73  5.02
N  2.40  0.11  3.69
C  1.39  0.32  2.85
S  1.50  -0.51  1.24
N  0.37  1.06  3.15
N  -0.49  1.14  2.06
C  -1.07  2.26  1.79
C  -1.06  3.47  2.64
C  -1.68  2.25  0.43
C  -2.40  3.29  -0.11
C  -2.83  3.19  -1.44
C  -2.52  2.06  -2.18
C  -1.81  1.04  -1.57
N  -1.39  1.14  -0.30
H  3.07  2.56  5.97
H  2.38  2.79  4.36
H  4.03  2.17  4.55
H  1.49  0.70  5.46
H  3.13  0.09  5.61
H  3.17  -0.46  3.37
H  -0.44  3.31  3.51
H  -2.08  3.70  2.96
H  -0.69  4.33  2.07
H  -2.62  4.16  0.48
H  -3.39  3.99  -1.88
H  -2.84  1.95  -3.20
H  -1.56  0.12  -2.09
Br  -1.01  -2.09  2.99
C  -1.98  -3.63  2.31
C  -2.20  -4.68  3.16
C  -2.88  -5.79  2.64
C  -3.30  -5.81  1.32
C  -3.05  -4.74  0.48
C  -2.39  -3.63  0.98
C  -2.02  -2.39  0.28
O  -2.59  -1.29  0.60
O  -0.88  -2.27  -0.28
H  -1.87  -4.67  4.19
H  -3.08  -6.63  3.29
H  -3.82  -6.68  0.94
H  -3.37  -4.76  -0.56

=====

| no. | DFT total energy (hartree) |
| --- | --- |
| 1 | -2102.16858 |
| 2 | -441.50748 |
| 3 | -3109.84626 |
| 4 | -419.52818 |
| 5 | -552.88037 |
| 6 | -2614.00264 |
| 7 | -2876.92488 |
| 8 | -3118.36564 |
| 9 | -482.89014 |
| 10 | -285.32481 |
| 11 | -2172.90410 |
| 12 | -4077.43391 |